(1)
Molecular formula: C25H26N8Rh
Method: DFT, ωB97M-V/def2-TZVPD

Geometry as XYZ:
```
60
Properties=species:S:1:pos:R:3:forces:R:3:mulliken_charge:R:1
Rh -0.085 -0.114 0.062 1.45 -0.13 -0.48 0.074
C 2.472 1.341 -0.330 0.34 0.17 0.13 -0.885
C 2.344 1.088 -1.815 0.09 0.03 0.02 -1.159
C 0.991 1.335 -2.397 -0.06 -0.11 -0.41 0.702
C 0.775 2.291 -3.373 0.06 -0.13 -0.11 -1.075
C -0.424 2.291 -4.069 -0.06 0.07 -0.04 -0.411
C -1.377 1.325 -3.776 0.10 -0.16 -0.05 -0.976
C -1.132 0.458 -2.731 0.09 -0.04 -0.15 -0.491
N 0.018 0.480 -2.038 0.05 1.16 0.94 0.658
N 2.042 0.199 0.537 -1.18 -0.26 -0.45 0.659
C 2.883 -1.001 0.324 0.19 -0.12 0.13 -1.125
C 2.202 -2.022 -0.523 0.01 -0.05 -0.06 0.427
C 2.863 -3.158 -0.962 0.00 -0.04 -0.07 -1.112
C 2.189 -4.069 -1.755 0.02 -0.02 -0.02 -0.477
C 0.865 -3.821 -2.098 0.01 0.02 0.03 -1.004
C 0.259 -2.690 -1.600 0.08 -0.12 -0.06 -0.331
N 0.918 -1.815 -0.820 -1.58 0.24 -0.07 0.982
C 2.123 0.631 1.947 -0.01 -0.14 0.32 -1.058
C 0.990 1.524 2.314 -0.08 0.14 0.06 0.515
C 1.015 2.241 3.497 0.06 0.03 -0.07 -1.112
C -0.054 3.059 3.814 -0.01 0.06 0.06 -0.440
C -1.104 3.160 2.914 0.03 0.01 -0.03 -0.980
C -1.075 2.396 1.767 0.20 0.18 0.13 -0.365
N -0.054 1.569 1.474 -0.91 -0.44 -0.35 0.801
H 1.896 2.220 -0.043 -0.01 -0.02 0.06 0.540
H 3.522 1.554 -0.107 -0.02 -0.10 0.16 0.571
H 2.617 0.055 -2.043 0.08 0.05 -0.12 0.250
H 3.064 1.717 -2.336 0.03 0.03 0.06 0.651
H 1.554 3.003 -3.611 0.03 -0.04 -0.04 0.513
H -0.598 3.015 -4.854 -0.01 0.01 0.01 0.478
H -2.295 1.241 -4.339 0.00 0.03 0.00 0.490
H -1.861 -0.286 -2.445 -0.02 0.03 0.04 0.692
H 3.107 -1.463 1.286 0.02 0.10 0.06 0.638
H 3.844 -0.717 -0.111 -0.01 0.01 -0.02 0.463
H 3.897 -3.319 -0.684 0.01 0.03 -0.03 0.571
H 2.690 -4.961 -2.107 0.01 0.01 -0.01 0.477
H 0.312 -4.495 -2.737 -0.02 -0.01 0.03 0.504
H -0.774 -2.466 -1.825 0.00 0.04 0.04 0.444
H 3.072 1.144 2.124 0.05 -0.09 0.00 0.525
H 2.094 -0.242 2.602 0.03 -0.09 -0.10 0.638
H 1.868 2.150 4.157 0.01 0.05 -0.01 0.543
H -0.060 3.621 4.739 0.01 0.01 -0.01 0.471
H -1.940 3.821 3.096 -0.01 -0.01 0.00 0.500
H -1.876 2.467 1.054 -0.02 -0.03 0.02 0.541
N -2.876 -2.431 2.192 -0.03 -0.09 0.05 -0.107
C -1.858 -3.288 2.531 0.08 0.02 -0.06 -0.823
C -0.727 -2.776 1.971 0.04 0.08 0.08 -0.513
N -1.055 -1.621 1.304 0.88 0.64 0.50 0.620
C -2.353 -1.439 1.454 -0.18 -0.14 0.06 -0.309
C -2.954 -0.325 0.768 -0.23 0.22 -0.06 0.122
N -2.198 0.387 -0.056 0.44 -1.06 0.04 0.836
C -2.992 1.392 -0.563 -0.01 -0.11 -0.22 -0.761
C -4.241 1.263 -0.040 0.08 0.07 -0.01 -0.708
N -4.198 0.177 0.800 -0.05 0.02 0.05 -0.105
H -3.843 -2.561 2.453 0.01 0.01 -0.04 0.196
H -2.015 -4.173 3.123 -0.05 0.01 0.00 0.424
H 0.278 -3.159 2.007 0.00 -0.01 0.01 0.522
H -2.634 2.110 -1.280 0.00 0.03 0.04 0.660
H -5.132 1.849 -0.190 -0.03 -0.04 0.00 0.437
H -4.979 -0.158 1.345 0.01 0.00 -0.01 0.194
```
Forces are in eV/Å.

For the HOMO energy, the calculation gives -0.641 hartree. The net charge is +3. The largest force on an atom is 0.031 hartree/bohr. The gap between HOMO and LUMO comes out at 7.63 eV. As for the energy above the lowest of the compared OMol25 structures with the same formula, charge and spin: 18.8 kJ/mol. For the total energy, the calculation gives -41252.704 eV.



(2)
Molecular formula: C25H27AsBrNO13RuS2Si
Method: DFT, ωB97M-V/def2-TZVPD

Geometry as XYZ:
```
72
Properties=species:S:1:pos:R:3:forces:R:3:mulliken_charge:R:1
Ru -0.796 0.038 -0.763 -2.60 0.56 -1.29 1.169
C 0.030 5.418 5.111 -0.06 -0.03 -0.06 -1.412
C 0.212 4.700 3.798 0.04 0.04 0.04 1.198
C 1.069 5.195 2.825 0.01 0.00 -0.06 -0.896
C 1.265 4.509 1.630 -0.03 -0.05 0.07 -0.555
C 0.602 3.312 1.419 0.09 0.06 0.09 -0.535
C -0.277 2.806 2.372 0.04 0.02 -0.02 -0.611
C -0.465 3.506 3.551 -0.03 -0.02 0.00 -0.989
S 0.859 2.404 -0.089 -0.51 -0.03 0.29 2.053
O 1.565 3.309 -0.959 0.01 0.15 -0.03 -0.791
O 1.500 1.150 0.256 0.00 0.00 -0.01 -0.801
N -0.598 2.020 -0.592 0.75 0.76 0.73 0.187
C -1.365 3.001 -1.335 0.12 -0.41 0.21 -0.507
C -2.163 2.250 -2.367 -0.11 0.21 -0.06 0.092
O -2.803 2.863 -3.204 -0.07 -0.38 0.00 -0.765
O -2.148 0.957 -2.221 0.82 -0.49 0.22 -0.255
H 0.540 6.381 5.109 0.00 0.00 0.01 0.338
H 0.430 4.822 5.934 0.01 0.02 0.01 0.296
H -1.028 5.591 5.321 0.01 0.01 0.00 0.336
H 1.589 6.132 2.995 0.00 -0.02 0.01 0.274
H 1.926 4.885 0.860 -0.01 0.01 0.03 0.527
H -0.790 1.871 2.170 -0.01 0.02 -0.03 0.643
H -1.158 3.121 4.292 0.04 -0.02 0.01 0.381
H -0.721 3.723 -1.833 0.01 0.03 -0.04 0.399
H -2.081 3.526 -0.693 0.02 0.08 0.03 0.360
O -1.917 -1.475 -3.106 -0.15 -0.22 -0.16 -0.672
As -3.043 -1.822 -1.814 -0.36 0.25 -0.48 1.624
O -4.571 -1.833 -2.395 -0.16 0.03 0.53 -0.913
O -2.734 -0.769 -0.481 0.89 -0.13 -0.64 -0.609
C -2.556 -3.699 -1.618 0.26 -0.08 0.01 -0.278
C -3.630 -4.580 -1.700 0.04 0.03 -0.06 -0.842
C -3.416 -5.942 -1.837 0.00 -0.05 0.03 -0.537
C -2.121 -6.443 -1.892 -0.04 -0.02 -0.03 -0.609
C -1.043 -5.581 -1.786 -0.05 0.16 0.00 -0.737
C -1.261 -4.214 -1.649 -0.13 -0.08 0.18 0.344
S 0.187 -3.205 -1.386 -0.33 0.43 0.30 1.524
O 0.988 -3.939 -0.433 0.09 -0.12 0.09 -0.766
O 0.815 -2.947 -2.650 0.00 0.05 -0.12 -0.826
O -0.433 -2.012 -0.708 0.46 -0.57 -0.18 0.038
H -2.049 -0.550 -3.381 0.13 0.00 0.16 0.473
H -4.628 -4.158 -1.696 -0.02 -0.02 -0.07 0.483
H -4.262 -6.615 -1.920 0.00 0.00 0.04 0.364
H -1.953 -7.507 -2.013 0.00 0.00 0.01 0.355
H -0.024 -5.948 -1.790 -0.03 -0.02 0.01 0.437
C 1.212 -1.609 2.160 0.15 0.04 -0.17 -1.006
Si -0.632 -1.318 2.136 -0.01 0.32 0.11 1.098
C -1.118 -0.716 3.856 -0.05 0.21 0.06 -1.327
C -1.509 -2.953 1.911 -0.21 -0.06 -0.19 -1.064
O -1.000 -0.033 1.150 0.71 -0.33 0.16 -0.704
H 1.553 -1.985 3.130 -0.04 0.00 -0.02 0.445
H 1.728 -0.672 1.937 0.02 -0.03 0.08 0.144
H 1.486 -2.334 1.390 0.02 0.01 0.04 0.229
H -0.861 -1.470 4.608 -0.02 0.03 -0.03 0.360
H -2.195 -0.523 3.915 0.05 -0.01 0.01 0.291
H -0.591 0.211 4.109 -0.03 -0.06 0.01 0.241
H -1.854 -3.344 2.873 0.02 0.01 -0.01 0.486
H -0.839 -3.681 1.449 -0.03 0.00 0.01 0.264
H -2.374 -2.832 1.255 -0.02 -0.02 0.05 0.119
Br 6.092 3.013 -2.972 -0.03 -0.03 0.00 -0.266
C 4.875 1.569 -2.662 0.01 -0.03 -0.06 -0.073
C 5.370 0.388 -2.129 -0.03 0.00 -0.02 -0.322
C 4.486 -0.658 -1.902 -0.01 0.01 -0.06 -0.814
C 3.135 -0.515 -2.188 0.02 -0.02 0.06 0.037
C 2.666 0.682 -2.709 0.03 0.00 0.20 0.273
C 3.540 1.732 -2.968 0.02 0.02 0.02 -0.647
C 1.194 0.914 -2.933 -0.64 -0.17 -0.16 0.108
O 0.812 1.773 -3.697 -0.04 0.19 -0.06 -0.692
O 0.422 0.070 -2.285 0.90 -0.27 0.18 -0.145
H 6.422 0.292 -1.900 0.00 0.01 0.01 0.398
H 4.855 -1.589 -1.488 -0.01 0.01 -0.01 0.420
H 2.435 -1.319 -2.010 0.02 0.01 0.01 0.623
H 3.145 2.654 -3.369 0.01 0.02 0.03 0.533
```
Forces are in eV/Å.

For the HOMO energy (spin up / spin down), the calculation gives -0.127 / -0.128 hartree. The net charge is -2. The largest force on an atom is 0.058 hartree/bohr. The gap between HOMO and LUMO (spin up / spin down) comes out at 7.33 / 7.33 eV. As for the energy above the lowest of the compared OMol25 structures with the same formula, charge and spin: 0.0 kJ/mol. For the total energy, the calculation gives -217486.326 eV.



(3)
Molecular formula: C25H27AsF6NRhSSi
Method: DFT, ωB97M-V/def2-TZVPD

Geometry as XYZ:
```
63
Properties=species:S:1:pos:R:3:forces:R:3:mulliken_charge:R:1
Rh -1.517 0.237 -0.104 0.51 0.56 3.08 -0.294
C 4.657 0.524 2.033 -0.14 -0.22 -0.08 -1.479
C 4.205 -0.319 0.827 0.45 -0.10 0.22 2.084
C 3.416 -1.517 1.363 0.03 0.20 0.04 -1.915
C 5.435 -0.843 0.066 -0.30 0.06 0.14 -1.771
C 3.386 0.575 -0.068 -0.47 0.28 -0.43 0.022
C 3.950 1.772 -0.569 -0.48 -0.05 -0.29 -0.546
C 3.228 2.651 -1.362 0.42 -0.27 0.09 -1.194
C 1.900 2.377 -1.625 -0.71 -1.07 0.31 1.166
S 0.742 3.345 -2.486 -0.99 -1.06 1.06 -0.299
C -0.538 2.274 -1.875 4.36 -1.86 0.33 0.638
N -0.035 1.115 -1.296 -3.20 2.97 -2.02 0.076
C 1.285 1.195 -1.094 2.65 0.64 -0.33 -1.416
C 2.065 0.283 -0.374 0.04 0.22 -0.15 0.619
C -1.833 2.680 -1.600 -3.60 0.46 0.20 0.582
C -2.389 3.908 -2.060 0.98 -1.38 0.42 -0.952
C -3.614 4.311 -1.604 -0.83 0.00 0.40 -0.733
C -4.342 3.525 -0.705 0.65 -0.13 -0.21 -0.720
C -3.845 2.282 -0.287 -0.37 0.21 0.24 0.137
C -2.623 1.851 -0.728 1.46 -0.22 -1.48 0.381
H 5.218 -0.105 2.717 0.14 -0.06 0.15 0.468
H 3.787 0.911 2.557 -0.04 0.07 0.10 0.175
H 5.284 1.361 1.744 0.11 0.06 -0.05 0.371
H 4.088 -2.154 1.935 0.04 -0.04 0.07 0.503
H 2.988 -2.124 0.567 -0.01 -0.08 -0.13 0.416
H 2.617 -1.188 2.027 -0.08 -0.03 0.00 0.219
H 6.034 -1.451 0.740 0.15 -0.06 0.05 0.455
H 6.054 -0.037 -0.316 0.09 0.10 -0.04 0.351
H 5.125 -1.464 -0.770 -0.01 -0.10 -0.16 0.412
H 4.973 2.021 -0.339 0.11 0.00 0.06 0.463
H 3.683 3.555 -1.737 0.11 0.09 -0.04 0.417
H 1.593 -0.618 -0.019 0.01 -0.04 0.11 0.319
H -1.804 4.513 -2.738 -0.02 0.16 0.00 0.445
H -4.020 5.256 -1.928 -0.05 0.08 -0.03 0.413
H -5.281 3.879 -0.312 -0.13 0.00 -0.02 0.446
H -4.426 1.709 0.422 -0.07 -0.14 0.05 0.525
F 0.017 -0.515 1.677 -0.34 0.76 0.17 -0.359
As -0.296 0.890 2.837 0.33 -0.43 -1.06 2.062
F -0.282 1.936 1.355 -0.24 -0.73 0.79 -0.451
F 1.407 1.107 2.994 -0.79 -0.13 0.02 -0.440
F -0.712 2.218 3.805 -0.04 -0.30 -0.08 -0.419
F -0.408 -0.297 4.071 -0.03 0.57 -0.24 -0.473
F -2.045 0.587 2.394 0.60 -0.02 -0.49 -0.507
C -4.600 -1.145 -1.493 0.81 0.40 0.91 -1.167
Si -3.362 -1.255 -0.029 -0.82 -2.03 -1.17 0.243
C -4.150 -2.138 1.480 0.53 1.08 -0.27 -1.197
C -1.685 -2.192 -0.520 -0.89 1.65 -0.07 0.949
C -1.400 -2.448 -1.865 -0.12 -0.11 -0.32 -0.169
C -0.571 -3.504 -2.201 -0.08 0.02 -0.17 -0.823
C 0.004 -4.279 -1.204 0.00 0.13 -0.06 -0.452
C -0.212 -3.979 0.133 -0.15 0.08 0.22 -0.678
C -1.045 -2.931 0.478 0.09 -0.11 0.36 -0.449
H -4.768 -2.139 -1.894 0.05 -0.29 0.03 0.441
H -4.250 -0.499 -2.290 0.15 0.09 -0.13 0.377
H -5.553 -0.758 -1.151 -0.21 0.07 0.14 0.436
H -4.287 -3.198 1.265 0.15 -0.04 -0.32 0.433
H -5.128 -1.721 1.707 -0.09 0.13 -0.06 0.431
H -3.540 -2.045 2.376 0.09 0.00 0.05 0.382
H -1.862 -1.860 -2.647 0.01 0.03 0.01 0.453
H -0.384 -3.734 -3.240 0.02 0.03 -0.03 0.463
H 0.630 -5.116 -1.470 0.11 -0.08 -0.04 0.446
H 0.254 -4.566 0.911 0.03 -0.05 0.03 0.488
H -1.218 -2.705 1.520 0.03 0.02 0.09 0.195
```
Forces are in eV/Å.

For the HOMO energy (spin up / spin down), the calculation gives -0.401 / -0.401 hartree. The net charge is +1. The largest force on an atom is 0.094 hartree/bohr. The gap between HOMO and LUMO (spin up / spin down) comes out at 4.66 / 5.31 eV. As for the energy above the lowest of the compared OMol25 structures with the same formula, charge and spin: 0.0 kJ/mol. For the total energy, the calculation gives -126713.657 eV. As for the multiplicity: 2.



largest force on an atom of number 3 (C25H27AsF6NRhSSi)?
0.094 hartree/bohr